# 1
Computed, not measured: a 2-piece molecular cluster, C2H8S4 overall at a distorted geometry, with ωB97M-V/def2-TZVPD.

The geometry in XYZ format:
```
14
Properties=species:S:1:pos:R:3:forces:R:3
C 1.27684 0.86846 1.10093 0.139 0.554 -0.104
S 1.41206 -0.94958 1.17421 0.079 -0.123 0.843
S -0.39480 -1.61366 2.01104 0.857 0.422 0.513
H 2.13185 1.34298 1.61122 -0.331 -0.429 -0.009
H 0.34485 1.22274 1.57263 0.383 -0.260 -0.189
H 1.27841 1.18432 0.04414 0.086 -0.180 0.783
H -0.18337 -1.08795 3.23637 -0.021 -0.330 -0.059
C -1.08339 -0.40546 -0.64205 -0.672 -1.556 0.224
S -0.53147 1.03446 -1.44732 0.161 0.706 -2.445
S 0.22763 0.25536 -3.27997 -0.353 0.378 0.863
H -0.23231 -1.08169 -0.45503 -0.689 0.368 -0.305
H -1.85337 -0.95702 -1.20731 0.175 0.412 0.173
H -1.51020 -0.10045 0.32822 0.160 -0.032 -0.542
H -0.88278 0.28748 -4.04709 0.025 0.069 0.253
```
Forces are in eV/Å.

The relative energy (zero: lowest compared OMol25 entry of this formula, charge and spin) comes out at 74.32 kJ/mol. Its SMILES is CSS.CSS. The frontier orbital gap is 8.9 eV. The net charge is 0.

Now the Mulliken charges, all in e: -0.649 -0.098 -0.223 0.315 0.277 0.207 0.174 -0.699 -0.127 -0.220 0.192 0.411 0.293 0.147

=====

# 2
Computed, not measured: a 3-piece molecular cluster, C21H30ClFN3O overall, with ωB97M-V/def2-TZVPD.

The geometry in XYZ format:
```
57
Properties=species:S:1:pos:R:3:forces:R:3
C 0.82960 -0.98850 0.12015 0.289 -0.031 0.230
C 0.39870 -1.65789 -1.16852 -0.057 -0.115 0.183
F 1.45405 -1.57925 -2.07774 0.018 0.161 -0.059
C -0.86664 -1.08580 -1.81099 -0.105 0.012 0.025
Cl -1.10326 -2.10033 -3.30497 -0.068 -0.009 0.004
C -0.72600 0.38985 -2.22394 0.099 0.036 -0.019
C -1.75842 1.42374 -1.69937 -0.087 0.067 0.241
C -1.27859 2.14058 -0.41173 0.052 -0.068 0.041
C -1.93413 2.46888 -2.79940 0.144 0.060 -0.017
N -3.09967 0.83781 -1.39996 0.033 -0.187 -0.659
O -4.11748 1.53610 -1.71312 0.076 0.005 0.289
C -3.34935 -0.61044 -1.21654 -0.019 -0.020 0.149
C -4.03029 -1.15785 -2.47990 0.058 0.116 -0.069
C -4.31203 -0.77509 -0.03205 0.004 -0.129 0.055
C -2.03194 -1.29665 -0.85622 0.025 0.077 0.033
H 1.91452 -1.07001 0.20350 -0.013 -0.064 -0.031
H 0.58194 0.07061 0.17434 -0.014 -0.111 -0.048
H 0.41081 -1.49347 0.99030 -0.139 0.112 -0.024
H 0.21699 -2.72009 -0.98539 0.097 -0.019 -0.100
H 0.25947 0.74357 -1.90888 -0.025 0.019 -0.085
H -0.71537 0.43617 -3.31065 -0.060 -0.029 0.009
H -2.10264 2.22933 0.29560 -0.007 0.098 -0.044
H -0.92105 3.14468 -0.64655 0.028 -0.040 0.013
H -0.46712 1.61462 0.09013 -0.097 0.006 0.010
H -2.51188 3.32005 -2.44714 -0.066 -0.060 -0.055
H -2.41629 2.03450 -3.67530 -0.045 0.039 0.037
H -0.94054 2.82002 -3.08932 -0.014 0.011 0.007
H -5.08972 -0.90481 -2.45345 0.031 0.010 -0.014
H -3.60627 -0.72574 -3.38502 0.044 -0.052 -0.002
H -3.91118 -2.23997 -2.53314 -0.092 0.011 0.037
H -4.91274 -1.67671 -0.16499 0.048 -0.008 0.034
H -3.77537 -0.86473 0.91484 -0.033 0.138 0.001
H -4.98542 0.07915 0.00478 -0.032 -0.041 -0.020
H -2.22340 -2.36362 -0.72001 0.031 0.013 -0.010
H -1.71542 -0.90510 0.11779 -0.048 0.014 -0.022
N 6.89469 0.77182 0.22803 0.000 -0.003 0.000
C 7.10579 -0.35704 -0.44542 0.005 0.016 0.012
C 6.10747 -1.05498 -1.10963 -0.006 0.004 0.025
C 4.81600 -0.55487 -1.07129 -0.040 -0.022 -0.048
C 4.58299 0.61952 -0.37466 -0.046 0.012 -0.014
C 5.65032 1.24297 0.25438 0.023 -0.021 0.003
H 8.12778 -0.71994 -0.45351 -0.004 -0.009 -0.007
H 6.34055 -1.96719 -1.64178 0.007 0.002 -0.001
H 4.00403 -1.06267 -1.57748 0.007 -0.011 -0.003
H 3.59055 1.04848 -0.32640 0.010 0.021 0.022
H 5.50253 2.16514 0.80597 -0.011 -0.001 -0.003
N -0.99780 -0.35224 3.49989 0.004 -0.022 -0.093
C -0.72750 0.92738 3.74916 -0.014 -0.005 -0.022
C 0.13973 1.34762 4.74657 0.007 -0.004 0.006
C 0.75998 0.38765 5.52980 -0.001 -0.001 -0.001
C 0.48672 -0.94805 5.28296 0.007 0.009 0.001
C -0.39506 -1.26402 4.26014 -0.007 0.007 -0.008
H -1.23204 1.65148 3.11817 0.007 0.009 0.006
H 0.32100 2.40229 4.90226 -0.006 0.002 -0.004
H 1.44328 0.67510 6.31832 0.001 0.000 -0.001
H 0.94594 -1.73262 5.86856 -0.003 -0.005 -0.004
H -0.63081 -2.29943 4.03883 0.003 -0.003 0.014
```
Forces are in eV/Å.

As for the expectation value of S²: 0.75. The frontier orbital gap (alpha / beta) is 8.4 / 10.0 eV. Its spin multiplicity is 2. The net charge is 0.

Now the Mulliken charges, all in e: -0.854 -0.084 -0.424 1.717 -0.183 -2.345 1.780 -1.393 -1.966 0.840 -0.676 1.679 -1.838 -1.769 -2.253 0.430 -0.243 0.266 0.593 0.551 0.583 0.359 0.358 0.148 0.390 0.463 0.483 0.428 0.414 0.347 0.407 0.342 0.418 0.692 0.323 -0.579 -0.147 -0.571 -0.009 -0.203 -0.330 0.354 0.356 0.436 0.348 0.349 -0.308 -0.099 -0.593 -0.163 -0.491 -0.185 0.365 0.372 0.377 0.368 0.369

=====

# 3
Computed, not measured: a single C18H25N3O5S3 molecule, with ωB97M-V/def2-TZVPD.

The geometry in XYZ format:
```
54
Properties=species:S:1:pos:R:3:forces:R:3
C -5.75855 -1.95594 -1.59096 -0.094 -0.192 0.140
C -4.31578 -1.57041 -1.35292 0.333 -0.365 0.524
S -3.66707 -2.67570 -0.06797 0.068 0.254 0.030
O -3.56282 -4.01713 -0.56975 0.181 -0.109 -0.297
O -4.40275 -2.48264 1.15098 -0.104 0.290 0.007
C -2.01072 -2.05627 0.18533 -0.003 -0.013 -0.106
N -1.67202 -0.86036 -0.14315 -0.735 -0.033 -0.282
C -0.38697 -0.59146 0.15296 0.482 0.355 0.035
S 0.34416 0.94349 -0.37147 -0.124 -0.424 -0.031
O 0.57214 0.87667 -1.79092 -0.411 0.164 -0.038
O 1.50876 1.16170 0.45961 -0.279 0.161 0.287
C -0.92104 2.14378 -0.00489 0.458 -0.492 -0.095
C -1.99774 2.25556 -0.86265 -0.076 0.029 -0.181
C -3.02266 3.12702 -0.54321 0.105 -0.031 0.035
C -2.97541 3.88198 0.62597 0.083 -0.037 -0.004
C -4.09943 4.80573 0.97773 -0.038 -0.041 0.032
C -1.87906 3.74842 1.47250 -0.001 -0.044 -0.097
C -0.85152 2.87480 1.16361 0.135 0.008 0.126
C 0.31880 -1.62500 0.74391 -0.345 0.026 0.173
N 1.57651 -1.58124 1.18533 0.263 0.088 0.104
C 2.40748 -2.74719 1.35951 0.030 -0.201 0.039
C 3.86847 -2.26552 1.38784 -0.140 0.005 -0.032
N 4.03188 -1.19600 0.42565 0.241 -0.056 0.097
C 5.06121 -0.22440 0.73961 0.048 0.312 -0.210
C 4.90045 0.95728 -0.22017 0.121 0.000 0.396
O 5.04180 0.53836 -1.55812 0.163 0.017 -0.107
C 4.05998 -0.42119 -1.87359 -0.153 -0.359 -0.043
C 4.16669 -1.63890 -0.95074 -0.012 0.272 -0.258
S -0.74103 -3.01040 0.91763 0.124 0.440 -0.209
H -6.31578 -1.86260 -0.66177 -0.151 0.022 -0.013
H -5.80933 -2.99193 -1.91816 -0.126 -0.046 -0.080
H -6.21571 -1.32137 -2.34727 0.057 0.038 -0.016
H -3.68926 -1.71780 -2.22699 0.130 0.039 -0.061
H -4.20011 -0.56326 -0.96487 0.070 0.111 -0.008
H -2.00857 1.66784 -1.76621 -0.088 -0.036 -0.142
H -3.86959 3.22718 -1.20610 -0.072 0.016 -0.085
H -3.74944 5.62640 1.59858 -0.026 0.078 0.031
H -4.86150 4.26172 1.53629 -0.084 0.026 0.038
H -4.56493 5.21044 0.08255 -0.057 0.064 -0.028
H -1.83246 4.33196 2.38009 0.020 0.067 0.081
H 0.00899 2.75766 1.80336 0.066 0.023 0.135
H 2.10706 -0.74050 0.93072 -0.148 -0.249 0.013
H 2.15365 -3.25689 2.29478 0.113 -0.065 -0.061
H 2.24361 -3.45764 0.53970 0.025 -0.001 0.011
H 4.08424 -1.85772 2.37753 0.027 -0.032 -0.017
H 4.54397 -3.11678 1.21061 -0.043 0.061 0.065
H 4.92716 0.12114 1.76620 0.030 0.001 0.019
H 6.07400 -0.65096 0.63179 -0.040 0.043 0.051
H 5.67588 1.70544 -0.04807 -0.062 -0.024 0.050
H 3.90699 1.40153 -0.06686 0.143 0.001 0.000
H 4.23515 -0.70974 -2.91140 -0.083 -0.022 0.058
H 3.05745 0.02038 -1.77931 0.095 -0.070 -0.056
H 3.36633 -2.34069 -1.18910 -0.024 -0.050 -0.043
H 5.13843 -2.13889 -1.11372 -0.093 -0.019 0.021
```
Forces are in eV/Å.

The relative energy (zero: lowest compared OMol25 entry of this formula, charge and spin) comes out at 0.00 kJ/mol. Its SMILES is CCS(=O)(=O)c1nc(S(=O)(=O)c2ccc(C)cc2)c(NCCN2CCOCC2)s1. The frontier orbital gap is 8.9 eV. The net charge is 0.

Now the Mulliken charges, all in e: -1.311 -0.282 1.257 -0.677 -0.645 -0.082 -0.171 -1.040 1.565 -0.769 -0.802 -0.020 -0.498 -0.815 0.978 -1.465 -0.874 -0.278 1.383 -0.108 -0.853 -0.992 0.431 -0.756 -0.413 -0.438 -0.343 -0.722 -0.184 0.367 0.351 0.388 0.407 0.236 0.468 0.380 0.385 0.288 0.379 0.378 0.500 0.248 0.469 0.486 0.419 0.347 0.422 0.320 0.393 0.128 0.380 0.087 0.378 0.321

=====

# 4
Computed, not measured: an isolated ion of composition C4H12O3PS and charge +1 at a distorted geometry, with ωB97M-V/def2-TZVPD.

The geometry in XYZ format:
```
21
Properties=species:S:1:pos:R:3:forces:R:3
C -1.18032 -2.00918 -0.80722 0.107 0.335 0.549
C -1.23365 -0.56209 -0.21247 -0.540 -0.597 -0.451
O -2.63608 -0.25940 -0.04455 1.055 0.304 0.294
C -0.70368 0.52296 -1.20331 -1.475 -0.672 0.124
O 0.47962 0.00071 -1.86189 1.767 0.727 -0.107
S 1.87552 0.75962 -1.37317 -1.606 -0.424 0.061
P 2.22208 0.74721 0.75472 0.927 -0.677 1.533
C 0.98675 1.89619 1.58237 -0.664 -0.436 -0.574
O 1.91029 -0.81083 1.35454 -0.106 2.110 -0.953
H -1.98437 -2.06776 -1.56574 0.676 -0.026 0.159
H -0.18389 -2.28897 -1.19394 -0.572 0.189 -0.031
H -1.43038 -2.75277 -0.01979 0.088 0.618 -0.374
H -0.74134 -0.51272 0.78044 0.040 -0.036 -0.615
H -2.76615 -0.30749 0.90392 -0.591 0.069 0.109
H -1.48289 0.62720 -1.99040 0.653 -0.101 0.349
H -0.57679 1.53036 -0.76182 0.221 -0.557 -0.102
H 2.85645 -0.11191 -1.82490 -0.887 0.100 0.580
H 0.03586 1.37587 1.81171 0.445 0.283 -0.320
H 0.79851 2.75847 0.91147 0.119 -0.369 0.456
H 1.38272 2.26390 2.55343 0.249 -0.342 -0.786
H 2.37172 -0.79934 2.20660 0.095 -0.496 0.099
```
Forces are in eV/Å.

The relative energy (zero: lowest compared OMol25 entry of this formula, charge and spin) comes out at 183.55 kJ/mol. The frontier orbital gap is 9.1 eV. The net charge is +1.

Now the Mulliken charges, all in e: -1.347 0.562 -0.528 -0.544 -0.292 0.156 0.412 -0.843 -0.463 0.343 0.298 0.360 0.213 0.362 0.327 0.345 0.319 0.270 0.333 0.367 0.353

=====

Number 1: molecular weight 160.35 g/mol. Number 2: molecular weight 394.94 g/mol. Number 3: molecular weight 459.61 g/mol. Number 4: molecular weight 171.18 g/mol.